4
Properties=species:S:1:pos:R:3:forces:R:3 method="wB97M-V/def2-TZVPD" e_above_lowest_kj_mol=9.8 lumo_ev="7.39 / 5.90" max_force_ev_per_a=1.1 gap_ev="5.74 / 10.01" charge=-1 homo_ev="1.65 / -4.12" multiplicity=2
N 0.001223 -0.010941 -0.101597 -0.7 -0.6 -0.5
H 0.958344 -0.277090 0.082097 0.0 0.1 0.3
H -0.226427 0.967076 -0.134416 0.2 0.4 0.2
H -0.744153 -0.587737 0.296080 0.5 0.2 0.0



19
Properties=species:S:1:pos:R:3:forces:R:3 method="wB97M-V/def2-TZVPD" e_above_lowest_kj_mol=216.0 lumo_ev="0.62 / -4.03" max_force_ev_per_a=5.5 gap_ev="4.38 / 4.03" charge=0 homo_ev="-3.75 / -8.06" multiplicity=3
C -0.023595 -1.417576 2.110845 -0.5 3.6 -1.8
C -0.133161 -0.113601 2.668893 0.4 0.7 1.5
C -0.027677 -1.509240 0.719226 -0.3 -2.2 -1.6
C -0.009794 1.047989 1.912148 0.2 0.6 -1.8
C -0.087551 -0.335390 -0.028326 -0.5 1.6 -4.8
C 0.018507 0.934167 0.507541 -0.2 0.2 1.1
C -0.107773 1.553821 -1.694675 -0.5 -2.8 3.3
C -0.065904 0.056939 -1.698418 -1.8 -3.0 4.3
O 0.031828 1.982786 -0.359306 0.2 -0.5 1.9
S -1.511130 -0.682861 -2.544081 0.7 0.1 0.2
S 1.591986 -0.484111 -2.440407 1.7 -0.7 -1.9
H -0.018922 -2.253214 2.688742 0.0 -2.2 1.6
H -0.269176 0.129261 3.753700 0.3 -1.0 -0.9
H -0.126827 -2.531002 0.161762 0.3 2.0 1.3
H -0.016204 2.080249 2.223503 -0.2 -0.1 0.9
H 0.679841 1.897584 -2.199881 3.1 1.9 -2.4
H -1.002303 1.888649 -2.016607 -2.9 1.4 -1.5
H -1.186859 -2.003707 -2.461482 0.2 0.5 0.0
H 2.264714 -0.240745 -1.303176 -0.2 0.0 0.4



127
Properties=species:S:1:pos:R:3:forces:R:3 method="wB97M-V/def2-TZVPD" e_above_lowest_kj_mol=1.5 lumo_ev=-4.48 max_force_ev_per_a=0.5 gap_ev=7.06 charge=+2 homo_ev=-11.54
Pb 0.176688 0.058801 -0.397289 0.0 -0.3 -0.3
F -4.915248 3.887354 2.938457 0.0 0.0 0.0
C -5.090929 3.361089 1.704118 0.1 0.0 0.0
C -4.050317 2.688328 1.131777 0.1 0.0 0.0
C -4.202877 2.069070 -0.110326 0.0 0.0 0.0
C -3.058165 1.361127 -0.708622 -0.2 0.0 0.0
O -1.944072 1.436354 -0.151379 0.1 0.1 0.0
C -3.360036 0.653264 -1.913875 0.2 0.0 0.1
C -4.605308 0.751144 -2.457132 -0.1 0.1 0.1
N -5.623607 1.477485 -1.951132 0.0 0.0 -0.1
C -6.907235 1.484730 -2.620933 0.0 0.0 0.1
C -6.955984 1.567608 -4.111457 0.0 -0.1 -0.1
C -7.375907 2.745851 -3.288176 0.0 0.2 0.0
C -5.450701 2.132949 -0.743155 0.1 0.0 0.0
C -6.490227 2.862516 -0.155398 -0.1 0.0 -0.1
C -6.332390 3.497819 1.063111 0.0 0.0 0.0
N -7.404722 4.264114 1.588062 -0.1 0.0 0.0
C -8.675889 3.592385 1.800784 0.2 0.1 0.1
C -9.814938 4.592867 1.718389 0.0 -0.3 -0.1
N -9.584248 5.673231 2.737116 0.1 0.0 -0.1
C -8.253819 6.337209 2.508187 0.3 0.0 0.0
C -7.159288 5.285414 2.592135 -0.1 -0.1 -0.1
C -2.381009 -0.222987 -2.673122 0.0 -0.1 -0.2
O -2.666560 -0.517774 -3.829021 0.0 0.0 0.2
O -1.344534 -0.615378 -2.033203 0.0 0.1 0.0
H -3.104887 2.590716 1.652483 0.0 0.0 0.0
H -4.800786 0.209397 -3.372394 0.0 0.0 0.0
H -7.648296 0.866774 -2.128057 0.0 0.0 0.0
H -7.715109 0.984130 -4.612442 0.0 0.0 0.0
H -6.025226 1.639766 -4.658142 0.0 0.0 0.1
H -8.427097 2.997482 -3.229757 0.0 -0.1 0.0
H -6.709101 3.598858 -3.267730 0.0 -0.1 0.0
H -7.431945 2.952077 -0.678740 0.0 0.0 0.0
H -8.702818 3.089505 2.781762 0.0 0.0 0.0
H -8.830273 2.832112 1.040697 0.0 0.0 0.0
H -10.774463 4.119531 1.914792 0.0 0.1 0.1
H -9.835103 5.069610 0.740802 0.0 0.1 0.0
H -9.585219 5.256307 3.670618 -0.1 0.0 0.1
H -10.338524 6.359147 2.709863 0.0 0.0 0.0
H -8.112614 7.114504 3.256089 -0.1 0.0 0.1
H -8.279566 6.785167 1.517348 -0.1 0.0 0.0
H -7.124934 4.874271 3.611554 0.1 0.0 0.0
H -6.212192 5.779274 2.400186 0.0 0.0 0.0
O 1.576941 -2.115176 0.516844 0.2 0.2 -0.2
S 1.948175 -3.150643 -0.524745 -0.1 -0.2 0.4
C 2.525932 -4.558799 0.411819 0.1 0.0 -0.1
C 1.738987 -5.191970 1.364714 0.0 0.0 0.0
C 2.287327 -6.224208 2.105589 0.0 0.0 0.0
C 3.612693 -6.600856 1.909221 0.0 0.0 0.0
C 4.395192 -5.955892 0.962574 0.0 0.0 0.0
C 3.846138 -4.933277 0.200166 -0.1 0.0 0.0
C 0.372831 -3.756922 -1.108729 0.0 0.1 -0.1
C 0.311330 -4.376715 -2.348578 0.1 0.0 0.0
C -0.921526 -4.760131 -2.852192 0.0 0.0 0.0
C -2.075680 -4.524618 -2.115515 0.0 0.0 0.0
C -2.001752 -3.898142 -0.878544 0.0 0.0 0.0
C -0.773706 -3.499158 -0.372495 0.0 0.0 0.0
H 0.714121 -4.879433 1.525036 0.0 0.0 0.0
H 1.682679 -6.741900 2.839068 0.0 0.0 0.0
H 4.038500 -7.402458 2.499023 0.0 0.0 0.0
H 5.431237 -6.237299 0.828288 0.0 0.0 0.0
H 4.432124 -4.427623 -0.559260 0.0 0.0 0.1
H 1.219001 -4.556252 -2.916217 0.0 0.0 0.0
H -0.983496 -5.227599 -3.825933 0.0 0.0 0.0
H -3.035671 -4.819134 -2.518849 0.0 0.0 0.0
H -2.902380 -3.711208 -0.307434 0.0 0.0 0.0
H -0.696741 -2.983593 0.579709 0.0 0.0 0.0
S -1.847879 0.388806 3.120697 0.0 0.1 0.1
C -1.763445 1.278748 4.664134 -0.1 0.0 0.0
C -1.748467 2.668569 4.632840 0.0 0.0 0.0
C -1.784057 3.388603 5.820334 0.0 0.0 0.0
C -1.820859 2.720272 7.035711 0.0 0.0 0.0
C -1.808862 1.331342 7.064405 0.0 -0.1 0.0
C -1.784926 0.606100 5.882150 0.0 0.1 0.0
H -1.694358 3.184142 3.680195 0.0 0.0 0.0
H -1.778247 4.471312 5.791390 0.0 0.0 0.0
H -1.851642 3.279364 7.961872 0.0 0.0 0.0
H -1.824392 0.804239 8.009724 0.0 0.0 0.0
H -1.767740 -0.476263 5.904519 -0.1 0.0 0.0
Br 0.925223 5.263277 -3.883007 0.0 0.0 0.0
C 1.800035 3.837314 -3.015159 0.0 0.1 0.0
C 3.180433 3.742307 -3.019240 0.0 0.0 0.0
C 3.765343 2.684074 -2.340569 0.1 0.1 0.0
C 2.954864 1.778705 -1.679816 -0.1 0.0 0.0
N 1.623859 1.874420 -1.690543 -0.1 0.1 -0.2
C 1.053741 2.879831 -2.352664 0.0 -0.1 0.1
H 3.780243 4.476270 -3.540224 0.0 0.0 0.0
H 4.840691 2.570387 -2.324016 0.0 0.0 0.0
H 3.374880 0.947397 -1.127534 0.0 0.0 0.0
H -0.031275 2.917267 -2.351985 0.0 0.0 0.0
S 0.000639 -0.454997 2.969106 0.0 -0.1 0.0
C -0.138014 -2.073967 3.718901 0.0 0.0 -0.1
C -1.341300 -2.696706 4.019728 0.0 -0.1 0.0
C -1.331985 -3.968038 4.581263 0.0 0.1 0.0
C -0.131201 -4.611679 4.845265 0.0 0.0 0.0
C 1.067584 -3.982422 4.540863 0.0 0.1 0.0
C 1.068773 -2.716396 3.973778 0.0 0.0 0.0
H -2.280932 -2.198528 3.821623 0.0 0.0 0.0
H -2.272156 -4.453796 4.809775 0.0 0.0 0.0
H -0.129030 -5.598989 5.289240 0.0 0.0 0.0
H 2.010842 -4.469857 4.751266 0.0 0.0 0.0
H 2.003927 -2.227708 3.723232 0.0 0.0 0.0
C 3.108620 -1.834639 -4.194568 0.0 0.0 0.0
C 1.869843 -1.192603 -3.621811 0.2 -0.1 -0.1
C 0.691298 -0.975907 -4.515005 -0.2 0.0 0.1
O 1.878158 -0.857990 -2.447145 -0.2 0.0 0.1
H 3.014680 -2.064623 -5.253016 0.0 0.0 0.0
H 3.314735 -2.750465 -3.635297 0.0 0.0 0.0
H 3.961017 -1.170406 -4.040382 0.0 0.0 0.0
H 0.667208 -1.687175 -5.338452 0.0 0.0 0.0
H 0.767370 0.031148 -4.942073 0.1 -0.1 0.0
H -0.235337 -1.018393 -3.943936 0.0 0.0 0.0
N 1.121891 4.180232 1.821551 0.0 0.0 0.0
C 0.276888 3.307112 1.215903 0.1 -0.1 0.0
N 0.784264 2.111200 1.109762 0.0 0.1 0.3
C 2.048448 2.181866 1.689989 -0.1 0.1 0.0
C 3.015942 1.188707 1.857139 -0.1 0.0 0.0
C 4.200687 1.557580 2.459991 0.0 -0.1 0.0
C 4.426015 2.875039 2.893933 0.0 0.0 0.0
C 3.471670 3.861125 2.746905 0.0 0.0 0.0
C 2.277777 3.484852 2.138368 0.0 -0.1 0.0
H 0.940919 5.150681 2.007820 0.0 0.0 0.0
H -0.703623 3.577562 0.851242 0.0 0.1 0.0
H 2.825130 0.168117 1.536960 0.1 0.0 0.0
H 4.976345 0.817371 2.609409 0.0 0.0 0.0
H 5.370418 3.119933 3.361741 0.0 0.0 0.0
H 3.647150 4.872589 3.090508 0.0 0.0 0.0